[1]
69
Properties=species:S:1:pos:R:3 method="wB97M-V/def2-TZVPD" e_homo_ev="-13.581 / -13.557" s_squared=0.8566 total_charge=+2 homo_lumo_gap_ev="5.84 / 5.96" total_energy_ev=-71046.415 multiplicity=2 fmax_ha_per_bohr=0.00695
Ru 0.4310 -1.3192 -0.2080
N -0.4720 -0.1919 3.6528
C 0.5530 0.4684 4.3910
C 0.3093 0.8411 5.6983
C 1.3135 1.4562 6.4337
C 2.5509 1.6812 5.8574
C 2.7921 1.2988 4.5416
C 1.7866 0.6964 3.8089
S 2.1384 0.2576 2.1301
N 0.6575 -0.4817 1.6212
C -0.3686 -0.6659 2.4216
C -1.4692 -1.5182 1.8941
C -2.5785 -1.8952 2.6180
C -3.5079 -2.7558 2.0447
C -3.2851 -3.2297 0.7696
C -2.1489 -2.8145 0.0901
N -1.2761 -1.9682 0.6334
H -1.3322 -0.3520 4.1528
H -0.6601 0.6539 6.1458
H 1.1237 1.7527 7.4553
H 3.3390 2.1545 6.4258
H 3.7632 1.4728 4.0951
H -2.7401 -1.5500 3.6294
H -4.3857 -3.0554 2.6004
H -3.9714 -3.9129 0.2910
H -1.9288 -3.1579 -0.9066
C -0.4451 -3.1198 -3.0250
O -0.4049 -1.9388 -2.2029
Si -1.0028 -0.3849 -2.5858
C -0.8103 0.0928 -4.3607
C -2.8061 -0.3135 -2.1612
C 0.2002 0.3200 -1.3123
Si -0.4590 2.0010 -0.6349
C -1.9673 1.7238 0.4529
C 0.8295 2.9600 0.3125
C -0.9896 3.0273 -2.1025
Si 1.9941 0.3454 -2.1126
C 2.2161 1.9260 -3.0623
C 2.3345 -1.1297 -3.2208
C 3.3424 0.1806 -0.8186
H 0.1112 -2.9460 -3.9436
H -1.4795 -3.3678 -3.2681
H 0.0092 -3.9458 -2.4842
H -1.5110 -0.4797 -4.9747
H 0.1866 -0.0323 -4.7751
H -1.0883 1.1436 -4.4749
H -3.3514 -1.0324 -2.7792
H -3.2090 0.6724 -2.4026
H -3.0331 -0.5094 -1.1143
H -2.0320 0.7222 0.8739
H -2.8892 1.8979 -0.1039
H -1.9536 2.4350 1.2820
H 0.8910 2.6534 1.3567
H 0.5271 4.0108 0.2953
H 1.8319 2.9037 -0.1121
H -1.7846 2.5867 -2.7056
H -0.1580 3.2833 -2.7580
H -1.3842 3.9657 -1.7019
H 1.5062 2.0190 -3.8846
H 3.2208 1.8927 -3.4922
H 2.1484 2.8185 -2.4411
H 1.7287 -1.2025 -4.1214
H 2.2841 -2.0839 -2.6935
H 3.3708 -1.0170 -3.5526
H 3.4188 1.0407 -0.1567
H 4.2705 0.1277 -1.3967
H 3.3235 -0.7307 -0.2125
O 1.2947 -3.2116 0.7617
O 1.0852 -3.1695 -0.4737



[2]
69
Properties=species:S:1:pos:R:3 method="wB97M-V/def2-TZVPD" e_homo_ev=-10.313 total_charge=+1 homo_lumo_gap_ev=5.92 total_energy_ev=-50784.245 fmax_ha_per_bohr=0.16989
C -2.4476 4.2296 -3.0924
C -0.9262 3.6971 -3.4421
C -0.1816 3.2757 -2.0436
C -0.3291 1.6983 -1.6232
C -1.4260 0.8444 -2.4918
C -0.7294 1.4949 -0.0212
N 0.1098 0.8790 1.1078
C 1.5091 0.3235 0.9634
C 1.7874 -1.0829 1.7585
C 3.4451 -1.3029 1.7226
N 3.8583 -2.7526 1.8483
C -0.8113 1.0500 2.2949
C -0.4833 0.6307 3.8449
C -1.1166 -0.8018 4.3291
C -2.3630 -1.3544 3.4161
N -2.2622 -1.9342 2.0224
O -3.6078 -1.3373 3.9681
C -2.2662 1.7691 1.9589
S -3.7170 2.1862 3.0908
N -2.0993 2.0084 0.4701
O -3.0057 2.6189 -0.3136
N -4.2125 2.0262 -0.2555
O -5.0120 2.9780 -0.1974
H -2.8367 5.0222 -3.8815
H -2.3603 4.8246 -2.0620
H -3.2218 3.3523 -2.9066
H -0.8746 2.8988 -4.2962
H -0.3411 4.6520 -3.8555
H -0.5776 3.9524 -1.1516
H 0.9759 3.5522 -2.1413
H 0.7314 1.1985 -1.8275
H -2.4993 1.3098 -2.5215
H -1.5264 -0.2338 -2.0379
H -1.0672 0.7570 -3.6262
H 1.6471 0.0785 -0.1970
H 2.3206 1.1711 1.1826
H 1.3259 -2.0376 1.2594
H 1.5019 -1.0814 2.8930
H 3.8972 -0.7138 2.6557
H 3.8304 -0.8076 0.7265
H 3.2519 -3.2587 2.5368
H 3.8051 -3.1746 0.8915
H 0.6826 0.6461 4.0597
H -0.9591 1.4789 4.5358
H -0.3211 -1.6762 4.4171
H -1.5508 -0.6598 5.4303
H -2.4757 -1.1728 1.3229
H -1.2828 -2.2961 1.8327
H -3.1398 3.0079 4.1091
N 1.9566 -6.1684 4.5474
C 1.2956 -7.1445 3.8482
C 0.2700 -6.5473 3.1498
C 0.3179 -5.1614 3.4331
C 1.3706 -4.9550 4.2963
H 2.7528 -6.3197 5.1530
H 1.6097 -8.1779 3.9085
H -0.4356 -7.0548 2.5048
H -0.3439 -4.3962 3.0484
H 1.7511 -4.0512 4.7531
N 1.8118 2.6141 -5.7328
C 1.2835 2.8102 -6.9822
C 1.2972 1.6030 -7.6444
C 1.8478 0.6438 -6.7612
C 2.1540 1.2949 -5.5872
H 1.9299 3.3305 -5.0282
H 0.9453 3.7897 -7.2928
H 0.9472 1.4314 -8.6540
H 2.0036 -0.4087 -6.9599
H 2.5861 0.9336 -4.6636



[3]
72
Properties=species:S:1:pos:R:3 method="wB97M-V/def2-TZVPD" e_homo_ev=-10.911 total_charge=+1 homo_lumo_gap_ev=8.44 total_energy_ev=-69432.790 fmax_ha_per_bohr=0.02705
Ir -0.3491 0.5633 -0.0473
N 0.8719 -1.1141 -0.2300
C 1.8159 -1.1740 0.9232
C 1.0328 -0.9481 2.1983
N 0.0691 0.1709 1.9639
H 0.3711 -1.9936 -0.3150
H 1.4197 -0.9717 -1.0775
H 2.5495 -0.3872 0.7715
H 2.3407 -2.1290 0.9459
H 1.7055 -0.6992 3.0169
H 0.4873 -1.8416 2.4881
H 0.5596 1.0468 2.1593
H -0.7218 0.1164 2.5983
F -2.2198 4.5923 -1.4286
C -1.2998 3.8628 -2.0500
F -1.7056 3.6169 -3.2928
F -0.1563 4.5461 -2.0924
C -1.0667 2.5434 -1.3022
O -1.3182 2.4380 -0.0751
O -0.5918 1.5485 -1.9089
C -4.2295 1.4629 -1.0910
C -3.8290 0.3582 -0.1112
C -3.7832 0.8690 1.3305
P -2.2973 -0.5780 -0.5302
C -2.3271 -0.8190 -2.3666
C -1.0317 -1.4624 -2.8646
C -3.5374 -1.5652 -2.9309
C -2.5751 -2.2794 0.1757
C -4.0140 -2.8090 0.0767
C -2.1377 -2.4341 1.6298
H -5.1801 1.8832 -0.7581
H -4.3756 1.0938 -2.1048
H -3.5198 2.2866 -1.1079
H -4.6051 -0.4069 -0.1787
H -3.0545 1.6733 1.4334
H -3.5378 0.0788 2.0430
H -4.7601 1.2652 1.6099
H -2.3551 0.2046 -2.7449
H -0.8595 -2.4418 -2.4083
H -0.1669 -0.8218 -2.6969
H -1.1052 -1.6308 -3.9395
H -3.4798 -2.6340 -2.7263
H -3.5407 -1.4477 -4.0154
H -4.4894 -1.1883 -2.5580
H -1.9393 -2.9131 -0.4546
H -4.6622 -2.2895 0.7833
H -4.0086 -3.8611 0.3667
H -4.4560 -2.7415 -0.9094
H -2.8582 -1.9728 2.3061
H -1.1678 -1.9880 1.8110
H -2.0795 -3.4910 1.8924
C 6.0996 0.0310 -0.7514
C 5.4386 0.0942 0.5930
C 5.5418 -0.9403 1.5103
C 4.9114 -0.8605 2.7453
Cl 5.0207 -2.1945 3.8544
C 4.1938 0.2643 3.0991
C 4.0624 1.3030 2.1836
C 4.6691 1.2120 0.9385
O 4.5619 2.1802 -0.0226
C 3.3413 2.8948 -0.0432
C 2.1844 1.9165 -0.2270
O 1.1492 2.0513 0.5503
O 2.2508 1.0332 -1.0758
H 6.5610 -0.9418 -0.9114
H 6.8703 0.7979 -0.8398
H 5.3743 0.2224 -1.5431
H 6.1142 -1.8245 1.2602
H 3.7467 0.3370 4.0819
H 3.4969 2.1811 2.4617
H 3.3869 3.5454 -0.9153
H 3.1932 3.5100 0.8443



[4]
63
Properties=species:S:1:pos:R:3 method="wB97M-V/def2-TZVPD" e_homo_ev="-13.575 / -13.575" total_charge=+2 homo_lumo_gap_ev="3.61 / 3.63" total_energy_ev=-77605.864 fmax_ha_per_bohr=0.13041
P 0.3697 -0.7154 -1.5007
P 1.7055 1.9593 -0.7422
C 0.8080 0.5753 -2.8911
C 2.0975 1.2431 -2.4727
H -0.0363 1.3040 -2.8975
H 0.8773 0.1013 -3.8961
H 2.9321 0.5309 -2.3821
H 2.4109 2.0550 -3.1480
C 0.4144 3.2045 -1.1674
H 0.1806 3.7993 -0.2769
H -0.5282 2.7651 -1.5060
H 0.7655 3.8670 -1.9669
C 3.2620 2.8683 -0.6160
H 3.8477 2.6489 -1.5314
H 3.8491 2.5771 0.2735
H 3.0868 3.9551 -0.6126
C -0.3177 -1.7496 -2.9652
H -0.9300 -2.5910 -2.6310
H 0.5344 -2.1792 -3.5247
H -0.9368 -1.1737 -3.6649
C 1.7571 -1.9011 -1.4949
H 2.4087 -1.8365 -0.6117
H 2.3978 -1.8660 -2.3982
H 1.2863 -2.9064 -1.4851
Ti 1.3223 0.8640 1.1393
C -2.9656 0.1745 -1.3704
C -3.0313 -0.4605 -2.5334
C -3.8261 -1.6984 -2.8094
C -4.0046 -2.6888 -1.6111
C -2.7851 -3.3860 -1.0668
C -1.8274 -2.7539 -0.3849
C -1.9511 -1.5164 0.4659
C -2.9032 -0.3449 0.0177
C 3.0037 -0.2646 1.4039
H -2.6742 1.2472 -1.4268
H -2.6694 0.1007 -3.4483
H -3.4179 -2.2183 -3.6858
H -4.8368 -1.3770 -3.1333
H -4.5715 -2.1039 -0.8850
H -4.6561 -3.4731 -2.0228
H -2.7590 -4.4478 -1.4303
H -0.7841 -3.0866 -0.5281
H -0.9128 -1.1138 0.5683
H -2.1866 -1.7125 1.5493
H -3.8683 -0.6051 0.4281
H -2.5686 0.5318 0.5882
H 3.8332 0.4428 1.5890
H 3.2184 -0.9415 0.5764
H 2.7422 -0.8304 2.3136
Cl 1.6027 3.1273 1.9495
C 1.7464 1.0625 3.5239
C 2.5995 1.4663 4.5102
C 2.2146 1.2339 5.8489
C 0.9186 0.7421 6.1256
C -0.0015 0.5286 5.1052
C 0.3973 0.7368 3.7668
C -0.4809 0.6881 2.5746
H 3.5653 1.9508 4.2808
H 2.9234 1.4326 6.6568
H 0.6418 0.5495 7.1636
H -1.0332 0.1980 5.3114
H -1.1514 -0.1744 2.5811
H -1.1050 1.5849 2.4082



[5]
64
Properties=species:S:1:pos:R:3 method="wB97M-V/def2-TZVPD" e_homo_ev="-11.525 / -11.520" s_squared=0.7671 total_charge=+1 homo_lumo_gap_ev="6.67 / 2.61" total_energy_ev=-34307.751 multiplicity=2 fmax_ha_per_bohr=0.08866
C 2.6103 4.1134 1.4326
C 3.4308 3.5922 0.2737
C 3.2995 4.6440 -0.7787
O 2.2507 5.5185 -0.3142
C 1.4770 4.8764 0.7028
H 3.1234 4.8724 2.0231
H 2.2201 3.2753 2.0099
H 3.0426 2.6008 0.0401
H 4.4747 3.5959 0.5872
H 3.3337 4.4561 -1.8518
H 4.2464 5.1544 -0.6030
H 0.7667 4.2673 0.1439
H 0.8239 5.6141 1.1690
C -4.2524 -1.1589 -2.9968
C -5.0443 0.0936 -3.3184
C -4.5206 0.3618 -4.6541
O -4.2490 -0.8521 -5.2702
C -4.1228 -1.9114 -4.3106
H -4.7353 -1.7170 -2.1947
H -3.2388 -0.8766 -2.7121
H -4.7264 0.8650 -2.6170
H -6.1283 0.1207 -3.2072
H -3.6699 1.0281 -4.5109
H -5.2704 0.8897 -5.2434
H -3.1994 -2.4899 -4.3424
H -4.8754 -2.6998 -4.3001
C -4.1687 -3.0759 3.2961
C -4.0752 -4.3556 2.4915
C -4.7080 -3.9691 1.1633
O -5.7301 -2.9692 1.5316
C -5.2635 -2.1679 2.5888
H -3.3205 -2.3999 3.4041
H -4.5640 -3.1593 4.3085
H -4.6514 -5.0707 3.0786
H -3.0704 -4.7704 2.4103
H -5.0246 -4.8270 0.5701
H -3.9796 -3.4230 0.5638
H -6.1029 -1.8270 3.1948
H -4.8232 -1.3630 2.0003
C 5.4593 -0.3519 0.8198
C 6.7194 -0.6929 0.0174
C 7.4490 0.7215 -0.0768
O 6.5289 1.6682 0.5341
C 5.6496 1.0166 1.4229
H 5.2790 -1.1585 1.5304
H 4.6716 -0.4924 0.0795
H 6.4384 -1.0382 -0.9776
H 7.3958 -1.3965 0.5025
H 7.5875 0.9252 -1.1386
H 8.4028 0.8304 0.4395
H 4.8352 1.7145 1.6175
H 6.2471 0.9175 2.3292
F 2.5599 -0.3422 1.2450
C 1.2353 -0.5431 0.9272
C 0.3842 -1.2106 1.7386
C -0.9007 -1.3397 1.4229
C -1.3849 -0.7844 0.2094
C -0.5021 -0.1227 -0.6145
C 0.8344 0.0491 -0.3188
H 0.7014 -1.5140 2.7254
H -1.5190 -1.8960 2.1119
H -2.4486 -0.8128 0.0248
H -0.8058 0.3475 -1.5381
H 1.5975 0.6494 -0.7918



[6]
72
Properties=species:S:1:pos:R:3 method="wB97M-V/def2-TZVPD" e_homo_ev="-7.012 / -7.024" s_squared=8.7857 total_charge=0 homo_lumo_gap_ev="6.84 / 5.23" total_energy_ev=-323852.275 multiplicity=6 fmax_ha_per_bohr=0.01049
Ir -0.2160 0.4642 0.7611
Se 3.0673 -1.3760 -4.1180
Sb 0.8523 -2.3186 -4.4200
Se -0.6921 -1.7305 -0.6885
Se -0.5071 -0.6825 -2.6662
Se 0.7600 -4.4623 -3.1842
N -2.1129 1.6202 2.0156
C -1.6046 2.2718 3.2255
C -1.2652 1.2337 4.2842
C -0.0672 0.3548 3.9605
N -0.3081 -0.4877 2.7756
H -2.3154 2.2847 1.2758
H -2.9711 1.1127 2.2063
H -2.3273 2.9866 3.6322
H -0.7073 2.8343 2.9558
H -2.1467 0.6029 4.4505
H -1.0656 1.7335 5.2336
H 0.1698 -0.2643 4.8302
H 0.8111 0.9669 3.7456
H -1.1595 -1.0299 2.8913
H 0.4573 -1.1509 2.6642
C -5.8510 6.5774 -2.5521
C -5.8552 6.7864 -4.0430
O -6.6258 7.5182 -4.6014
S -4.6269 5.9729 -5.0696
C -3.7122 4.9511 -3.9431
C -2.5535 5.4359 -3.3443
C -1.8290 4.6355 -2.4785
C -2.2452 3.3304 -2.2051
C -3.3961 2.8410 -2.8307
C -4.1214 3.6441 -3.6923
C -1.5068 2.4966 -1.3062
C -0.8285 1.7843 -0.5844
H -6.8636 6.7337 -2.1877
H -5.2027 7.3361 -2.1097
H -5.4816 5.5990 -2.2572
H -2.2271 6.4455 -3.5559
H -0.9287 5.0104 -2.0112
H -3.7050 1.8219 -2.6395
H -5.0093 3.2619 -4.1784
C 5.2931 1.1692 3.3152
C 5.6306 1.3843 1.8439
C 4.4602 1.9358 1.0311
C 3.3034 0.9565 0.8851
N 3.7022 -0.1702 0.0652
C 3.2155 -1.4196 0.1419
S 2.0317 -1.9174 1.2526
N 3.6826 -2.2878 -0.7500
C 3.2831 -3.6853 -0.8613
C 4.0360 -4.6243 0.0714
C 5.5438 -4.7165 -0.1608
C 6.3508 -3.5445 0.3946
H 6.1805 0.8924 3.8840
H 4.5619 0.3710 3.4511
H 4.8860 2.0805 3.7588
H 5.9604 0.4383 1.4060
H 6.4725 2.0747 1.7607
H 4.8058 2.2400 0.0383
H 4.0733 2.8393 1.5107
H 2.4249 1.4565 0.4585
H 3.0096 0.5604 1.8583
H 4.2309 0.0530 -0.7665
H 4.2105 -1.9238 -1.5310
H 3.4489 -3.9598 -1.9038
H 2.2110 -3.7515 -0.6694
H 3.5914 -5.6126 -0.0735
H 3.8349 -4.3391 1.1083
H 5.7402 -4.8289 -1.2316
H 5.9042 -5.6338 0.3111
H 6.1818 -2.6231 -0.1618
H 7.4197 -3.7574 0.3583
H 6.0836 -3.3526 1.4362